Entry 1:
C8H5GaN2O5 | the ωB97M-V functional and the def2-TZVPD basis

Its LUMO energy (alpha / beta) is -10.8 / -10.8 eV. Its HOMO energy (alpha / beta) is -16.38 / -16.38 eV. The total energy is -2717.54110 Ha. Its molar mass is 278.86 g mol⁻¹. The gap between HOMO and LUMO (alpha / beta) is 5.61 / 5.62 eV. Its relative energy (zero: lowest compared OMol25 entry of this formula, charge and spin) is 5.8498 eV.

Structure (ORCA input):
```
! RIJCOSX wB97M-V def2-TZVPD def2/J DEFGRID3
* xyz 2 1
O -2.50 -5.00 -1.31
C -1.68 -4.30 -0.91
Ga 1.04 -0.11 -0.70
O 2.80 -2.13 0.70
C 1.89 -1.66 0.12
C 2.20 1.78 -0.77
O 2.62 2.84 -0.90
C 0.10 1.78 -3.31
O -0.74 1.94 -4.12
C 0.56 0.22 -2.63
O 0.67 -0.64 -3.50
H 0.82 -2.06 -0.18
N -1.10 1.68 2.32
C -1.38 0.35 2.68
C -0.77 -0.43 1.75
N -0.12 0.41 0.83
C -0.33 1.67 1.21
H -1.40 2.52 2.80
H -1.99 0.09 3.53
H -0.73 -1.51 1.66
H 0.05 2.57 0.72
*
```

***

Entry 2:
C36H90F4LiN2O32P6S4 | the ωB97M-V functional and the def2-TZVPD basis

Its LUMO energy is 1.1 eV. Its HOMO energy is -6.59 eV. The total energy is -7991.47068 Ha. Its molar mass is 1460.14 g mol⁻¹. The gap between HOMO and LUMO is 7.68 eV. Its relative energy (zero: lowest compared OMol25 entry of this formula, charge and spin) is 0.0000 eV.

Structure (ORCA input):
```
! RIJCOSX wB97M-V def2-TZVPD def2/J DEFGRID3
* xyz -1 1
Li 7.50 -28.93 -15.03
N 6.74 -27.38 -15.90
S 6.30 -25.86 -15.82
O 4.97 -25.55 -16.23
O 7.36 -24.93 -16.09
F 6.16 -25.74 -14.26
S 6.63 -27.53 -17.57
O 7.70 -26.91 -18.27
O 5.34 -27.58 -18.18
F 7.09 -29.09 -17.54
N 2.62 -22.94 -12.14
S 3.48 -21.56 -11.70
O 3.41 -20.35 -12.45
O 4.74 -21.82 -11.06
F 2.51 -21.26 -10.44
S 3.81 -23.57 -13.02
O 4.70 -24.45 -12.32
O 4.37 -22.77 -14.07
F 2.89 -24.61 -13.81
C -0.63 -27.85 -21.63
C 0.19 -28.46 -22.74
O 1.17 -29.39 -22.30
P 2.39 -29.80 -23.22
O 3.04 -31.07 -22.92
O 1.97 -29.68 -24.74
C 2.68 -30.31 -25.81
C 3.48 -29.23 -26.53
O 3.32 -28.52 -23.02
C 4.73 -28.57 -22.82
C 5.07 -28.46 -21.36
H -0.01 -27.42 -20.84
H -1.32 -27.09 -22.00
H -1.22 -28.59 -21.08
H -0.54 -28.94 -23.41
H 0.64 -27.69 -23.37
H 3.39 -31.01 -25.37
H 2.00 -30.79 -26.50
H 3.94 -29.58 -27.46
H 2.85 -28.38 -26.76
H 4.31 -28.98 -25.86
H 5.18 -29.44 -23.31
H 5.15 -27.67 -23.29
H 4.73 -29.24 -20.68
H 6.16 -28.42 -21.16
H 4.80 -27.50 -20.92
C 7.58 -19.84 -10.68
C 8.34 -20.89 -11.48
O 9.21 -21.65 -10.61
P 9.35 -23.24 -10.61
O 10.17 -23.74 -9.50
O 7.85 -23.77 -10.62
C 7.70 -25.18 -10.83
C 6.64 -25.78 -9.92
O 9.83 -23.58 -12.11
C 11.10 -23.07 -12.53
C 12.03 -24.21 -12.91
H 7.56 -18.92 -11.27
H 6.53 -20.09 -10.53
H 8.15 -19.54 -9.80
H 7.61 -21.59 -11.89
H 8.85 -20.52 -12.38
H 7.38 -25.32 -11.86
H 8.64 -25.73 -10.69
H 6.75 -26.84 -9.66
H 6.71 -25.27 -8.95
H 5.67 -25.59 -10.37
H 11.07 -22.36 -13.35
H 11.51 -22.56 -11.65
H 11.68 -24.74 -13.79
H 13.03 -23.82 -13.13
H 12.16 -24.87 -12.05
C 6.82 -19.70 -20.36
C 7.81 -20.76 -20.86
O 9.05 -20.64 -20.10
P 9.39 -21.70 -18.93
O 10.83 -21.97 -18.82
O 8.50 -22.98 -19.17
C 9.04 -24.16 -19.76
C 8.09 -24.75 -20.78
O 8.72 -20.98 -17.69
C 8.23 -21.78 -16.57
C 9.26 -21.92 -15.47
H 6.95 -19.59 -19.28
H 6.97 -18.74 -20.83
H 5.80 -20.05 -20.55
H 7.51 -21.80 -20.88
H 8.12 -20.42 -21.85
H 10.02 -23.99 -20.20
H 9.21 -24.92 -19.00
H 7.08 -24.91 -20.40
H 8.12 -24.07 -21.64
H 8.48 -25.70 -21.13
H 7.34 -21.28 -16.18
H 7.83 -22.70 -16.98
H 9.77 -20.96 -15.34
H 8.74 -22.09 -14.53
H 9.86 -22.81 -15.64
C 1.71 -34.74 -16.83
C 2.95 -34.48 -17.65
O 3.49 -33.18 -17.78
P 2.83 -32.21 -18.90
O 3.04 -32.66 -20.27
O 3.36 -30.76 -18.55
C 3.02 -30.16 -17.27
C 2.42 -28.79 -17.52
O 1.30 -32.26 -18.47
C 0.31 -31.42 -19.09
C -0.13 -32.00 -20.43
H 1.54 -35.82 -16.87
H 1.79 -34.49 -15.77
H 0.85 -34.24 -17.27
H 3.72 -35.16 -17.28
H 2.80 -34.95 -18.64
H 2.35 -30.72 -16.62
H 3.98 -30.12 -16.76
H 2.93 -28.14 -16.80
H 2.69 -28.46 -18.52
H 1.36 -28.66 -17.33
H -0.52 -31.46 -18.38
H 0.59 -30.37 -19.15
H 0.75 -32.01 -21.08
H -0.53 -33.00 -20.26
H -0.80 -31.31 -20.94
C 13.79 -30.99 -14.83
C 12.72 -31.23 -15.88
O 11.44 -30.87 -15.35
P 10.47 -29.90 -16.14
O 9.11 -29.88 -15.57
O 11.32 -28.56 -16.24
C 10.72 -27.27 -16.40
C 10.19 -26.68 -15.10
O 10.50 -30.39 -17.64
C 9.56 -31.41 -18.08
C 10.24 -32.73 -18.23
H 14.73 -31.49 -15.07
H 13.91 -29.91 -14.72
H 13.44 -31.27 -13.84
H 12.95 -30.64 -16.77
H 12.68 -32.28 -16.16
H 11.50 -26.61 -16.75
H 9.92 -27.31 -17.15
H 9.15 -26.85 -14.83
H 10.84 -26.95 -14.27
H 10.28 -25.60 -15.19
H 8.66 -31.53 -17.46
H 9.24 -31.07 -19.06
H 11.25 -32.67 -18.65
H 10.39 -33.43 -17.40
H 9.66 -33.36 -18.90
C 14.99 -32.16 -21.30
C 13.72 -32.36 -22.14
O 12.78 -31.41 -21.66
P 11.23 -31.49 -22.05
O 10.48 -32.43 -21.22
O 10.73 -29.98 -21.99
C 10.94 -29.17 -20.83
C 9.60 -28.50 -20.49
O 11.18 -31.88 -23.58
C 10.90 -30.92 -24.60
C 9.40 -30.87 -24.85
H 15.68 -33.01 -21.37
H 15.51 -31.23 -21.52
H 14.73 -32.03 -20.24
H 14.01 -32.16 -23.17
H 13.43 -33.39 -21.97
H 11.17 -29.75 -19.93
H 11.71 -28.40 -20.90
H 8.74 -29.15 -20.30
H 9.73 -28.03 -19.51
H 9.31 -27.73 -21.20
H 11.28 -29.95 -24.30
H 11.32 -31.07 -25.60
H 8.78 -30.44 -24.07
H 9.09 -30.31 -25.74
H 9.06 -31.88 -25.09
*
```

***

Entry 3:
C14H16O | the ωB97M-V functional and the def2-TZVPD basis

Its LUMO energy is 0.7 eV. Its HOMO energy is -8.21 eV. The total energy is -618.24524 Ha. As for the structure (SMILES): Cc1ccc(O)cc1.Cc1ccccc1. Its molar mass is 200.28 g mol⁻¹. The gap between HOMO and LUMO is 8.95 eV. Its relative energy (zero: lowest compared OMol25 entry of this formula, charge and spin) is 1.9252 eV.

Structure (ORCA input):
```
! RIJCOSX wB97M-V def2-TZVPD def2/J DEFGRID3
* xyz 0 1
C 0.52 3.98 2.80
C 1.55 0.52 1.63
C 1.51 1.88 1.87
C 0.35 -0.15 2.01
C 0.38 2.52 2.38
C -0.85 0.50 2.26
C -0.86 1.84 2.40
O 0.20 -1.52 2.08
H 2.42 0.06 1.22
H 2.47 2.54 1.70
H 1.15 -1.88 2.33
H -1.78 -0.07 2.42
H -0.31 4.61 2.75
H 1.43 4.50 2.49
H -1.85 2.37 2.54
H 0.65 3.80 3.86
C -0.31 -3.84 -2.50
C -0.09 -0.31 -1.32
C -0.82 0.36 -2.31
C 0.10 -1.73 -1.38
C -0.33 -2.38 -2.54
C -1.13 -0.35 -3.48
C -0.93 -1.71 -3.58
H 0.44 0.22 -0.50
H -0.96 1.36 -2.30
H 0.78 -2.20 -0.67
H -1.69 0.13 -4.23
H -0.90 -4.32 -3.35
H -0.75 -4.23 -1.58
H -1.21 -2.36 -4.46
H 0.81 -4.14 -2.52
*
```

***

Entry 4:
C36H60N3O18 | the ωB97M-V functional and the def2-TZVPD basis

Its LUMO energy is -0.7 eV. Its HOMO energy is -6.00 eV. The total energy is -2925.41287 Ha. Its molar mass is 822.88 g mol⁻¹. The gap between HOMO and LUMO is 5.30 eV. Its relative energy (zero: lowest compared OMol25 entry of this formula, charge and spin) is 1.2430 eV.

Structure (ORCA input):
```
! RIJCOSX wB97M-V def2-TZVPD def2/J DEFGRID3
* xyz -1 1
C 27.74 35.62 19.88
C 27.81 34.07 20.14
O 27.49 33.49 21.16
N 28.19 33.21 18.85
H 27.35 32.85 18.47
H 28.55 33.76 18.02
C 29.05 32.10 19.16
H 28.22 35.95 18.89
H 28.03 36.32 20.50
H 26.68 35.93 19.97
H 29.95 32.49 19.39
H 29.07 31.28 18.35
H 28.58 31.27 19.73
N 25.29 32.79 16.74
O 25.75 32.66 17.91
O 25.43 33.99 16.29
O 25.73 31.92 15.90
N 29.11 35.30 15.93
O 28.84 34.13 16.39
O 29.31 36.24 16.69
O 28.79 35.46 14.74
C 24.03 29.97 20.07
C 25.57 29.83 19.79
C 26.28 28.59 20.28
O 25.70 29.88 18.34
H 23.77 30.92 20.02
H 23.68 29.67 21.07
H 23.43 29.20 19.52
H 26.07 30.75 20.20
H 27.42 28.76 20.16
H 26.07 27.62 19.71
H 26.09 28.31 21.26
H 25.21 30.72 17.92
C 23.48 37.92 16.92
C 24.92 37.76 17.30
C 25.37 38.72 18.34
O 25.04 36.45 17.78
H 23.30 38.72 16.31
H 22.83 38.02 17.74
H 23.26 37.15 16.49
H 25.69 37.75 16.42
H 26.39 38.39 18.53
H 24.61 38.86 19.16
H 25.23 39.66 17.90
H 25.19 35.83 16.96
C 26.82 31.47 24.22
C 25.65 30.63 24.67
C 24.74 31.48 25.65
O 24.90 30.47 23.42
H 27.45 31.95 25.01
H 26.42 32.37 23.68
H 27.50 30.94 23.61
H 26.15 29.69 25.07
H 23.68 30.96 25.57
H 24.74 32.52 25.39
H 25.31 31.45 26.58
H 25.40 29.67 23.07
C 33.08 34.97 16.91
C 32.08 33.84 17.03
C 32.80 32.55 17.56
O 31.33 34.14 18.08
H 32.70 36.10 16.69
H 33.82 34.64 16.18
H 33.66 35.29 17.96
H 31.72 33.58 15.91
H 32.25 31.77 18.20
H 33.64 32.65 18.09
H 33.04 31.94 16.60
H 30.99 35.08 17.91
C 29.67 27.18 18.95
C 30.59 28.24 19.65
C 32.10 27.86 19.64
O 30.54 29.50 19.01
H 29.98 26.80 17.89
H 28.77 27.70 18.43
H 29.58 26.30 19.57
H 30.39 28.64 20.60
H 32.50 28.04 18.54
H 32.25 26.97 20.05
H 32.78 28.49 20.38
H 30.74 29.20 18.20
C 25.69 40.64 22.96
C 26.89 39.93 23.78
C 27.12 38.44 23.58
O 27.98 37.80 24.22
C 26.26 37.74 22.62
C 25.06 38.29 22.04
C 24.69 39.75 22.28
O 23.77 40.18 21.67
H 25.34 41.71 23.02
H 27.52 40.42 24.49
H 26.47 36.58 22.57
H 24.40 37.72 21.43
C 28.57 28.25 13.00
C 29.80 28.08 13.90
C 29.51 28.63 15.40
O 30.43 28.84 16.30
C 28.11 28.94 15.70
C 27.16 29.21 14.69
C 27.30 28.85 13.37
O 26.54 29.16 12.48
H 28.76 28.11 11.96
H 30.74 27.86 13.52
H 27.82 29.29 16.77
H 26.15 29.56 14.98
C 31.66 31.87 21.50
C 32.49 33.07 21.41
C 32.00 34.10 22.39
O 32.71 35.15 22.45
C 30.88 34.00 23.28
C 30.18 32.60 23.37
C 30.61 31.58 22.44
O 30.05 30.50 22.53
H 31.84 31.05 20.88
H 33.36 33.44 20.71
H 30.60 34.70 24.00
H 29.30 32.41 24.03
*
```